The following is a quantum chemistry calculation of a gas-phase ion, C3H10NS (charge +1) at a distorted geometry, from the Open Molecules 2025 dataset.

Positions of all 15 atoms, in Å:
C 1.7069 0.9502 -0.0513
N 1.4173 2.0788 -0.8531
H 2.6012 0.4416 -0.3665
H 1.8246 1.2036 1.0398
H 0.7829 1.9067 -1.6146
H 0.9496 2.7749 -0.2941
C -1.4066 -0.5514 -1.0953
S 0.3384 -0.5563 0.1393
C -0.7705 -1.5055 1.6605
H -0.8940 -0.9165 -1.9742
H -1.7657 0.4324 -1.2606
H -2.1246 -1.3106 -0.7715
H -0.2823 -1.4344 2.6320
H -1.6850 -0.9791 1.4945
H -0.6922 -2.5343 1.3152

## Properties
- Lowest unoccupied orbital energy: -4.99 eV
- Energy above the lowest of the compared OMol25 structures with the same formula, charge and spin: 3.2959 eV
- Orbital gap: 0.345 Eh
- Electronic energy: -15588.806 eV
- Strongest force on any atom: 3.6 eV Å⁻¹
- Charge: +1

The following is a quantum chemistry calculation of 6 unconnected molecules or ions with the total composition C30H65O12PS6, from the Open Molecules 2025 dataset.

Positions of all 114 atoms, in Å:
C 5.7101 -1.9517 -2.9311
C 5.0199 -1.8511 -1.5594
S 3.2218 -2.0266 -1.6786
C 2.5682 -0.4641 -0.9799
P 1.6959 -0.7523 0.6958
O 0.6990 -1.0856 2.0941
C 3.2713 -1.1308 1.5790
C 3.2123 -1.9371 2.8862
C 2.7204 -3.3983 2.8237
C 3.4810 -4.2695 3.8531
C 2.8321 -4.0311 1.4435
C 1.1114 1.0346 0.8028
O 1.5535 1.9089 -0.2027
C 0.5784 2.2807 -1.1573
H 6.5579 -2.6345 -2.8931
H 6.1030 -0.9819 -3.2189
H 5.0299 -2.3200 -3.6912
H 5.2842 -0.8912 -1.1239
H 5.4262 -2.6009 -0.8859
H 3.4054 0.2235 -0.9025
H 1.8544 -0.1288 -1.7236
H 0.9264 -1.7483 0.0574
H 0.5294 -0.2990 2.6342
H 3.6831 -0.1557 1.8524
H 4.0062 -1.5984 0.9318
H 2.6901 -1.3824 3.6590
H 4.2498 -1.9911 3.2289
H 1.6755 -3.3943 3.1265
H 4.4858 -3.8924 4.0284
H 3.5529 -5.2830 3.4708
H 2.9167 -4.3254 4.7800
H 3.8586 -4.0239 1.0764
H 2.5655 -5.0803 1.5509
H 2.1503 -3.6146 0.7107
H 0.0303 1.0379 0.9372
H 1.5417 1.4044 1.7392
H 0.7163 1.7863 -2.1194
H 0.6726 3.3518 -1.3411
H -0.4461 2.0954 -0.8334
C -0.2312 -8.8826 0.6287
C -1.1137 -8.6913 1.8697
C -0.1884 -8.6836 3.0934
S 1.3977 -8.0720 2.5133
O 2.3754 -9.1262 2.6364
O 1.6499 -6.7656 3.0687
C 0.9354 -7.9135 0.7934
H -0.7793 -8.6907 -0.2922
H 0.1399 -9.9092 0.5922
H -1.6391 -7.7370 1.7991
H -1.8663 -9.4734 1.9550
H -0.5472 -8.0278 3.8824
H -0.0298 -9.6854 3.4886
H 1.7933 -8.1472 0.1674
H 0.6237 -6.8816 0.6320
C -2.3964 5.0376 -5.5308
C -1.2474 5.8404 -4.9114
C -0.4141 4.8698 -4.0708
S -0.6169 3.2521 -4.8233
O -1.3145 2.3962 -3.8911
O 0.6238 2.8392 -5.4293
C -1.7662 3.7666 -6.0938
H -2.9150 5.6027 -6.3039
H -3.1245 4.7788 -4.7576
H -0.6302 6.2646 -5.7074
H -1.6179 6.6560 -4.2929
H 0.6428 5.1240 -4.0664
H -0.7850 4.8055 -3.0486
H -2.4786 2.9658 -6.2791
H -1.1893 3.9725 -6.9946
C -5.3018 5.5255 -1.7133
C -4.6134 5.3126 -0.3576
C -3.2858 6.0801 -0.3941
S -3.5383 7.4449 -1.5349
O -2.6708 7.2555 -2.6772
O -3.5402 8.6932 -0.8076
C -5.2054 7.0201 -2.0065
H -6.3380 5.1928 -1.6984
H -4.7767 4.9596 -2.4866
H -5.2465 5.7092 0.4383
H -4.4476 4.2569 -0.1483
H -3.0091 6.4826 0.5770
H -2.4742 5.4685 -0.7849
H -5.3662 7.2717 -3.0464
H -5.8842 7.5898 -1.3746
C 5.9603 -9.3297 6.0444
C 4.7046 -8.9095 5.2680
C 3.8140 -10.1494 5.1341
S 4.1819 -11.1865 6.5520
O 4.7894 -12.4105 6.0905
O 3.0509 -11.2092 7.4474
C 5.4619 -10.1398 7.2373
H 6.5463 -8.4692 6.3645
H 6.5957 -9.9536 5.4119
H 4.1752 -8.1325 5.8234
H 4.9488 -8.5008 4.2893
H 2.7586 -9.8999 5.1447
H 4.0468 -10.7183 4.2373
H 6.2262 -10.7609 7.6984
H 4.9961 -9.4998 7.9862
C -5.5845 11.7326 -2.8874
C -6.7921 12.3745 -3.5839
C -7.7064 11.2383 -4.0581
S -7.4265 9.8692 -2.9287
O -6.8325 8.7827 -3.6724
O -8.5959 9.6602 -2.1127
C -6.1563 10.6703 -1.9550
H -4.9965 12.4660 -2.3386
H -4.9316 11.2647 -3.6276
H -7.3285 13.0054 -2.8725
H -6.4901 13.0062 -4.4178
H -8.7583 11.5099 -4.0231
H -7.4449 10.8974 -5.0580
H -5.4207 9.9378 -1.6302
H -6.6444 11.1194 -1.0905

## Properties
- Lowest unoccupied orbital energy: 0.35 eV
- Orbital gap: 0.295 Eh
- Electronic energy: -131031.506 eV
- Strongest force on any atom: 0.8 eV Å⁻¹
- Charge: 0
- SMILES: CCSC[PH](O)(CCC(C)C)COC.O=S1(=O)CCCC1.O=S1(=O)CCCC1.O=S1(=O)CCCC1.O=S1(=O)CCCC1.O=S1(=O)CCCC1

The following is a quantum chemistry calculation of a molecular structure, C74H91FN4O3P2SbSiSn at a distorted geometry, from the Open Molecules 2025 dataset.

Positions of all 178 atoms, in Å:
Sn -0.8176 -0.4472 -0.7434
C 2.7895 -1.0615 -1.4351
Si 2.9105 0.3629 -0.1700
C 3.7720 1.8264 -0.9794
C 5.1193 2.0939 -0.7487
C 5.8216 2.8925 -1.6336
C 5.1911 3.4048 -2.7563
C 3.8409 3.1764 -2.9683
C 3.1088 2.4183 -2.0664
P 1.3045 2.0940 -2.1440
C 0.8823 2.3858 -3.9575
C -0.4214 1.6402 -4.2782
C -0.9350 2.0575 -5.6522
C -1.3776 3.5251 -5.6548
C -0.5853 4.3540 -4.6382
C 0.8404 3.8282 -4.4981
C 0.7226 3.5093 -1.0519
C -0.7994 3.5075 -0.8688
C -1.2637 4.8169 -0.2136
C -0.1972 5.3624 0.7304
C 1.0613 5.7589 -0.0510
C 1.2117 4.9293 -1.3331
C 3.1316 -0.3994 1.5456
C 4.2258 -1.2301 1.7793
C 4.3186 -1.9299 2.9676
C 3.3089 -1.8260 3.9116
C 2.2259 -0.9896 3.6936
C 2.1465 -0.2412 2.5272
P 0.9527 1.1026 2.1781
C 1.9003 2.4915 3.0379
C 2.9995 3.0106 2.1126
C 3.5817 4.3063 2.6720
C 4.1964 4.0584 4.0437
C 3.1442 3.4686 4.9741
C 2.5388 2.1876 4.3954
C -0.5605 0.6358 3.2160
C -0.6422 0.9102 4.7242
C -0.9878 2.3519 5.0930
C -2.2533 2.8066 4.3756
C -2.0654 2.6496 2.8716
C -1.8196 1.1856 2.5419
H 3.7434 -1.1318 -1.9544
H 2.6114 -2.0129 -0.9396
H 2.0166 -0.9079 -2.1860
H 5.6269 1.6536 0.0966
H 6.8708 3.0774 -1.4696
H 5.7513 3.9886 -3.4708
H 3.3682 3.5716 -3.8512
H 1.6983 1.8544 -4.4706
H -0.2227 0.5662 -4.2641
H -1.1915 1.8368 -3.5235
H -0.1367 1.9081 -6.3814
H -1.7689 1.4210 -5.9480
H -1.2380 3.9283 -6.6573
H -2.4391 3.6040 -5.4187
H -0.5480 5.3934 -4.9668
H -1.0893 4.3370 -3.6696
H 1.2947 3.8348 -5.4923
H 1.4220 4.4998 -3.8698
H 1.1652 3.2066 -0.0911
H -1.3100 3.3892 -1.8251
H -1.0823 2.6456 -0.2444
H -1.4613 5.5677 -0.9792
H -2.2008 4.6482 0.3178
H -0.5888 6.2256 1.2659
H 0.0452 4.6000 1.4738
H 1.0124 6.8116 -0.3229
H 1.9403 5.6291 0.5799
H 0.6106 5.3796 -2.1198
H 2.2561 4.9382 -1.6497
H 5.0031 -1.3226 1.0358
H 5.1731 -2.5619 3.1491
H 3.3790 -2.3843 4.8324
H 1.4521 -0.9146 4.4417
H 1.1545 3.2865 3.1593
H 3.7968 2.2655 2.0334
H 2.6129 3.1976 1.1098
H 4.3284 4.7049 1.9840
H 2.7834 5.0466 2.7653
H 5.0385 3.3689 3.9513
H 4.5710 4.9945 4.4574
H 3.5861 3.2483 5.9456
H 2.3517 4.2022 5.1338
H 3.3253 1.4391 4.2751
H 1.8156 1.8024 5.1095
H -0.5623 -0.4552 3.0729
H -1.4423 0.2691 5.1077
H 0.2700 0.6070 5.2376
H -1.1341 2.4076 6.1730
H -0.1700 3.0270 4.8415
H -3.1011 2.1968 4.7005
H -2.4706 3.8445 4.6302
H -2.9476 3.0106 2.3407
H -1.2101 3.2465 2.5471
H -2.6811 0.6048 2.8771
H -1.7481 1.0584 1.4544
F -0.7067 -6.2105 3.8517
C -1.7368 -5.3455 3.7236
C -1.5688 -4.2869 2.8714
C -2.5995 -3.3688 2.6454
C -2.4754 -2.3246 1.6383
O -1.3543 -2.0597 1.1326
C -3.7119 -1.6997 1.2917
C -4.7976 -1.8519 2.1056
N -4.8097 -2.6178 3.2079
C -5.9147 -2.5151 4.1261
C -6.2858 -1.1492 4.6265
C -5.6224 -2.1251 5.5469
C -3.7798 -3.5098 3.4020
C -3.9019 -4.5634 4.3111
C -2.9336 -5.5539 4.4406
N -3.1810 -6.6525 5.2547
C -2.1487 -7.6259 5.5835
C -2.6868 -8.5741 6.6676
N -3.6492 -7.8208 7.5105
C -4.8896 -7.4952 6.7464
C -4.4966 -7.2580 5.2810
C -3.9582 -0.9163 0.0233
O -5.0822 -0.8715 -0.4144
O -2.9414 -0.3556 -0.5461
H -0.6388 -4.1863 2.3341
H -5.7088 -1.3200 1.8673
H -6.7146 -3.2208 3.9315
H -7.3312 -0.9264 4.7716
H -5.7035 -0.3101 4.2772
H -6.2061 -2.5724 6.3363
H -4.5916 -1.9443 5.8120
H -4.7995 -4.6184 4.9022
H -1.2679 -7.0958 5.9532
H -1.8386 -8.2219 4.7161
H -1.8669 -8.9513 7.2786
H -3.2009 -9.4386 6.2449
H -3.1901 -6.9425 7.7800
H -3.8771 -8.3346 8.3690
H -5.3458 -6.6070 7.1838
H -5.5993 -8.3189 6.8247
H -5.2356 -6.6280 4.7919
H -4.4807 -8.2104 4.7377
C 1.9443 -5.5170 -5.0850
C 0.6243 -5.0987 -5.0771
C 0.0745 -4.5712 -3.9208
C 0.8409 -4.4639 -2.7732
C 2.1741 -4.8391 -2.7986
C 2.7236 -5.3747 -3.9493
Sb 0.0463 -3.5725 -0.9810
C -1.8043 -4.6259 -0.7134
C -1.8784 -5.8020 0.0168
C -3.1070 -6.3881 0.2730
C -4.2698 -5.7974 -0.1908
C -4.2001 -4.6206 -0.9177
C -2.9713 -4.0392 -1.1768
C 1.2250 -4.7908 0.3629
C 1.7554 -4.2454 1.5234
C 2.5101 -5.0278 2.3837
C 2.7517 -6.3554 2.0789
C 2.2283 -6.9029 0.9210
C 1.4657 -6.1264 0.0679
H 2.3640 -5.9431 -5.9823
H 0.0257 -5.1868 -5.9716
H -0.9573 -4.2442 -3.9109
H 2.7843 -4.7200 -1.9120
H 3.7586 -5.6822 -3.9558
H -0.9731 -6.2614 0.3924
H -3.1578 -7.3126 0.8313
H -5.2290 -6.2555 0.0009
H -5.1036 -4.1538 -1.2789
H -2.9267 -3.1101 -1.7320
H 1.5836 -3.1967 1.7515
H 2.9172 -4.5966 3.2869
H 3.3484 -6.9692 2.7349
H 2.4176 -7.9374 0.6862
H 1.0710 -6.5644 -0.8394
C -3.5706 -1.4661 -4.6270
C -2.4288 -1.3498 -3.7997
N -1.4985 -1.2766 -3.1292
H -3.3542 -1.0927 -5.6280
H -4.3858 -0.8840 -4.1941
H -3.8710 -2.5131 -4.6864

## Properties
- Lowest unoccupied orbital energy: -7.19 eV
- Orbital gap: 0.240 Eh
- Electronic energy: -131839.210 eV
- Strongest force on any atom: 1.7 eV Å⁻¹
- Charge: +3

The following is a quantum chemistry calculation of a molecular structure, C26H29BrMnN4O5S at a distorted geometry, from the Open Molecules 2025 dataset.

Positions of all 67 atoms, in Å:
Mn -0.0008 -1.1905 -0.4039
C -3.7836 1.9935 -1.4414
O -3.3286 2.2999 -0.1197
C -4.0234 3.4352 0.4212
C -3.3161 3.7179 1.8049
O -3.2983 2.5159 2.5383
C -3.1466 2.8496 3.9618
C -2.5227 1.6647 4.6740
O -1.1704 1.5377 4.3445
C -0.5254 0.2877 4.5732
H -3.4477 2.8894 -2.1243
H -4.8637 1.9027 -1.5462
H -3.3069 1.0821 -1.7887
H -5.1287 3.2843 0.5275
H -3.9568 4.3382 -0.2822
H -3.8437 4.4818 2.3403
H -2.2699 4.0100 1.4917
H -4.1867 2.9129 4.3234
H -2.5301 3.7688 4.0733
H -3.0726 0.8376 4.3642
H -2.6721 1.9554 5.7728
H -1.1572 -0.4275 5.1344
H 0.4329 0.4734 5.0901
H -0.3493 -0.1156 3.5653
N -3.2027 -3.5996 -1.7413
C -2.0976 -2.8822 -1.5789
S -2.2484 -1.4426 -0.5790
N -0.9698 -3.4628 -2.0006
N 0.1395 -2.7339 -1.6054
C 1.3329 -2.9829 -2.2131
C 1.5883 -4.0047 -3.2357
C 2.7615 -4.7809 -3.1411
C 3.0417 -5.8439 -4.0481
C 2.0692 -6.1879 -4.9645
C 0.9421 -5.3309 -5.1318
C 0.7198 -4.2942 -4.2986
C 2.4136 -2.0948 -1.7924
C 3.7298 -2.0054 -2.2474
C 4.6291 -1.3963 -1.4485
C 4.3170 -0.8809 -0.1534
C 2.9682 -0.9283 0.1259
N 2.0428 -1.3185 -0.7381
H -4.0753 -3.3136 -1.3700
H -3.0298 -4.5797 -1.9250
H 3.5429 -4.4537 -2.4241
H 3.9218 -6.4531 -3.9419
H 2.0853 -7.0885 -5.6275
H 0.2789 -5.4751 -5.9902
H -0.2068 -3.6667 -4.3611
H 4.0653 -2.4740 -3.1683
H 5.6483 -1.3127 -1.8370
H 5.1167 -0.6089 0.5071
H 2.5699 -0.4049 0.9756
Br 3.8462 5.7432 2.7527
C 2.4243 4.6887 2.1315
C 2.1101 4.7464 0.7736
C 1.4921 3.6441 0.1744
C 0.9539 2.6132 0.9544
C 1.1784 2.6686 2.3228
C 1.9973 3.6311 2.9100
C 0.3759 1.3665 0.2810
O 0.1122 1.4000 -0.9386
O 0.2020 0.3032 1.0265
H 2.4029 5.6395 0.2089
H 1.3673 3.5941 -0.9174
H 0.7147 1.9247 3.0199
H 2.1970 3.5332 3.9601

## Properties
- 2S+1: 6
- Lowest unoccupied orbital energy (alpha / beta): -1.16 / -1.36 eV
- Energy above the lowest of the compared OMol25 structures with the same formula, charge and spin: 0.1996 eV
- Orbital gap (alpha / beta): 0.214 / 0.250 Eh
- Electronic energy: -155826.582 eV
- Strongest force on any atom: 5.0 eV Å⁻¹
- Charge: 0